--- one ---
The following is a DFT calculation (the ωB97M-V functional and the def2-TZVPD basis) of a structure of composition C7H12.

Calculated values
- molecular weight (g/mol) = 96.2
- E_LUMO (eV) = 0.8
- HOMO energy (eV) = -8.1

Positions of all 19 atoms, in Å:
H 2.9078 0.2998 -1.6556
C -2.1998 -0.4853 -0.4393
H -2.6933 0.7538 1.3635
H -0.3683 -1.3657 0.7627
C 1.1533 -0.5166 -0.6682
H 0.5142 -0.3237 -1.5394
H 2.0560 1.4829 -0.6618
H -1.6532 -0.3722 -1.3746
H 1.5063 -1.5511 -0.7556
C 0.3485 -0.3668 0.6084
C 2.3577 0.4306 -0.7179
H -3.2515 -0.7286 -0.5831
H 0.9541 -0.5722 1.4945
C -0.5027 0.9086 0.7833
H -0.3293 1.6562 -0.0057
C -1.6875 -1.2064 0.7809
C -1.8922 0.3215 0.7692
H 3.0581 0.2371 0.1025
H -0.2781 1.3981 1.7363

=====

--- two ---
The following is a DFT calculation (the ωB97M-V functional and the def2-TZVPD basis) of an isolated molecule of C7H12.

Calculated values
- molecular weight (g/mol) = 96.2
- E_LUMO (eV) = 1.2
- HOMO energy (eV) = -9.7

Positions of all 19 atoms, in Å:
C -0.1456 -0.2701 1.0597
H -3.0300 0.0118 1.0691
C -1.2354 -0.4660 -0.0340
H -3.2312 0.1554 -0.6752
H 0.0311 -1.1224 1.7289
H -2.3341 1.4057 0.2272
H 2.5786 -1.0124 -1.1158
H -0.0826 -0.7726 -1.9352
C 2.0750 0.8490 0.0242
C 2.2366 -0.6484 -0.1478
H 2.2906 1.4961 -0.8250
H -1.4725 -1.5296 -0.1396
H 2.3122 1.3042 0.9871
C 0.8762 -0.0436 -0.0550
H 2.6188 -1.2211 0.6974
H -0.3161 0.6258 1.6728
H -0.4189 0.9535 -1.5567
C -2.5252 0.3259 0.1469
C -0.2273 -0.0412 -1.1288

=====

Top of the stability list: two, leading by 3.482 eV.

=====

--- one ---
The following is a DFT calculation (the ωB97M-V functional and the def2-TZVPD basis) of an isolated molecule of C7H12.

Calculated values
- molecular weight (g/mol) = 96.2
- E_LUMO (eV) = 1.1
- HOMO energy (eV) = -7.9

Positions of all 19 atoms, in Å:
C -0.7319 -1.5193 1.0741
C 0.6985 -1.4560 1.3810
C 0.3677 1.5878 -1.8828
C -1.0878 -0.7052 -0.1538
H -0.2444 0.8694 -2.4424
H -0.9275 -0.4002 2.2038
H -2.1539 -0.4774 -0.2387
H -1.3734 -2.2450 1.5799
H 1.1975 1.8905 -2.5317
H 1.0692 -2.0166 2.2315
H 1.5374 0.1415 -0.8019
H -0.2505 2.4747 -1.6992
C 0.0561 -0.1307 1.6955
C 0.8721 0.9836 -0.5690
H 1.4875 1.7221 -0.0383
C -0.2841 0.5299 0.3291
H 1.3273 -1.5215 0.4994
H -0.9285 1.4006 0.4936
H -0.7504 -1.1928 -1.0716

=====

--- two ---
The following is a DFT calculation (the ωB97M-V functional and the def2-TZVPD basis) of a structure of composition C7H12.

Calculated values
- molecular weight (g/mol) = 96.2
- E_LUMO (eV) = 0.6
- HOMO energy (eV) = -9.2

Positions of all 19 atoms, in Å:
H -0.3352 0.0006 2.2084
H -0.1638 -1.2058 0.9151
C -0.2393 1.4021 -0.9962
C 1.3507 0.3503 0.7861
H -0.9094 0.3276 -3.7116
H 1.6947 1.1299 1.4755
C -0.0907 -0.1380 1.1510
H 2.0590 -1.5363 -0.0186
H -1.7653 -1.0485 -0.9350
H 2.5991 -1.1830 1.6379
C 0.7793 0.9444 -0.4251
H -2.7521 -0.6347 0.4815
C -1.0619 0.6699 0.1894
H -0.4530 0.5757 -3.1769
H -1.4954 1.5092 0.7418
H -2.8500 0.3527 -0.9996
C 2.4006 -0.7435 0.6544
H 3.3434 -0.3447 0.2668
C -2.1743 -0.2147 -0.3539

=====

Top of the stability list: one, leading by 1.770 eV.

=====

--- one ---
The following is a DFT calculation (the ωB97M-V functional and the def2-TZVPD basis) of an isolated molecule of C5H11N.

Calculated values
- molecular weight (g/mol) = 85.1
- E_LUMO (eV) = 1.3
- HOMO energy (eV) = -9.1

Positions of all 17 atoms, in Å:
C -1.4607 -0.3762 -0.1879
H 0.4860 0.3257 1.3545
H 1.9349 1.5985 -0.3834
C 0.9041 -0.1082 0.4414
H 1.3747 -2.1782 -0.2732
N -0.0594 -0.5717 -0.5402
H -1.0540 1.7470 -0.0071
H 2.9358 0.5837 0.6762
C 2.1467 0.5658 -0.0837
H 0.0938 -2.0742 1.0381
H -2.7280 1.3031 0.3385
H -2.0627 -1.0004 -0.8591
H 2.5209 0.0306 -0.9619
H -1.6611 -0.7289 0.8398
C -1.8745 1.0888 -0.3117
H -2.1496 1.3532 -1.3356
C 0.6531 -1.5585 0.2553

=====

--- two ---
The following is a DFT calculation (the ωB97M-V functional and the def2-TZVPD basis) of an isolated molecule of C5H11N.

Calculated values
- molecular weight (g/mol) = 85.1
- E_LUMO (eV) = 1.2
- HOMO energy (eV) = -9.2

Positions of all 17 atoms, in Å:
H -0.8436 -2.0825 0.2665
H -2.4715 -1.6719 0.1668
H -1.1786 2.1106 0.3691
H 2.8589 0.0342 -1.4276
C -1.4372 -1.3062 -0.1477
C 2.7039 0.0451 -0.2679
C -1.0025 0.0721 0.2858
H -0.6626 0.1848 1.3118
H 1.3381 -0.4187 1.4519
C -1.7470 1.2792 -0.1114
H -1.5978 -1.3730 -1.2550
C 1.3700 0.0130 0.3532
H -2.7721 1.4196 -0.0160
N 0.3596 0.2415 -0.3125
H 3.2360 0.8964 0.2949
H 3.2982 -0.8584 0.1572
H -1.4516 1.4141 -1.1190

=====

--- three ---
The following is a DFT calculation (the ωB97M-V functional and the def2-TZVPD basis) of an isolated molecule of C5H11N.

Calculated values
- molecular weight (g/mol) = 85.1
- E_LUMO (eV) = 1.2
- HOMO energy (eV) = -8.8

Positions of all 17 atoms, in Å:
C 2.4655 0.1732 -0.7801
H 2.7150 0.1382 -1.8466
H 3.2892 -0.2925 -0.2246
H 2.4406 1.2392 -0.4731
C -1.4265 -0.0387 -0.1737
H 1.6025 0.3015 1.5124
C 0.8792 -0.2205 0.8980
H -1.4563 -1.1223 -0.0163
H -1.8445 0.1694 -1.1627
C -2.3254 0.6391 0.8841
H -1.9596 0.4828 1.9063
H 0.3799 -1.0554 1.3896
N 1.2415 -0.6063 -0.4365
H -3.3430 0.2270 0.8398
C 0.0271 0.3939 -0.1273
H -2.4063 1.7207 0.7254
H 0.4318 0.9365 -0.9487

=====

Top of the stability list: one, leading by 0.651 eV.

=====

--- one ---
The following is a DFT calculation (the ωB97M-V functional and the def2-TZVPD basis) of an isolated molecule of C5H11N.

Calculated values
- molecular weight (g/mol) = 85.1
- E_LUMO (eV) = 1.2
- HOMO energy (eV) = -9.1

Positions of all 17 atoms, in Å:
H -1.0233 0.3663 1.6878
N 1.6861 1.4945 -0.1102
H 1.2227 1.1638 1.8712
H 1.2392 2.1607 -0.7310
H -1.0129 1.8631 0.8640
C 0.0531 -2.0480 -0.9326
C -0.9346 -1.4307 -0.2893
C -0.6459 0.8435 0.7669
H 2.1264 0.8740 -0.7807
H -1.5191 -1.9608 0.4540
H 0.1468 -3.1217 -1.0419
H 1.2230 -0.2225 0.9367
H 0.8298 -1.4289 -1.3784
H -0.8220 0.4515 -1.3754
C -1.1721 0.0501 -0.4215
C 0.8739 0.8142 0.8941
H -2.2710 0.1311 -0.4136

=====

--- two ---
The following is a DFT calculation (the ωB97M-V functional and the def2-TZVPD basis) of a cluster of 3 separate species, C5H11N in total.

Calculated values
- molecular weight (g/mol) = 85.1
- E_LUMO (eV) = 1.2
- HOMO energy (eV) = -9.4

Positions of all 17 atoms, in Å:
C -1.4950 0.1514 1.4976
H 1.7570 -0.4405 0.1180
H 1.3453 1.6575 -1.0695
C -0.3000 0.6579 2.1322
H -0.8745 1.5814 -0.5373
N -0.5449 -0.6614 1.4316
H -0.3812 -1.6038 -1.7775
H -2.5313 0.2235 1.1930
H -0.1773 0.6038 3.2114
H 0.3353 1.3815 1.6164
C 0.8833 0.7243 -1.3834
H -1.4353 1.7799 -0.0888
C 1.1005 -0.4262 -0.7521
H 0.2915 -2.3726 -0.3276
H 1.2554 -2.2797 -1.8138
H 0.2397 0.7678 -2.2615
C 0.5315 -1.7448 -1.1885

=====

Top of the stability list: one, leading by 3.016 eV.

=====

--- one ---
The following is a DFT calculation (the ωB97M-V functional and the def2-TZVPD basis) of a cluster of 2 separate species, C4H10N2O2 in total.

Calculated values
- molecular weight (g/mol) = 118.1
- E_LUMO (eV) = 0.6
- HOMO energy (eV) = -9.7

Positions of all 18 atoms, in Å:
C 0.0048 1.2566 2.4826
H -0.9675 1.4890 -2.0089
H -0.5096 1.2335 3.4487
O -0.9050 -0.5120 -3.7278
H 0.7261 1.3944 -2.1036
H 1.0084 -1.5630 -1.4512
H 0.9361 -2.1352 -3.0023
C 0.3851 -0.1163 2.0236
H -0.4649 -1.9997 1.7281
H -0.7266 1.7402 1.8309
O 1.5519 -0.4078 1.8615
C -0.2059 -0.4132 -2.7464
H -1.5034 -0.7749 2.2675
N -0.6301 -1.0032 1.8266
N 0.6765 -1.3848 -2.3834
H 0.8663 1.8903 2.6307
H -0.0988 0.5102 -0.8146
C -0.1435 0.7961 -1.8622

=====

--- two ---
The following is a DFT calculation (the ωB97M-V functional and the def2-TZVPD basis) of an isolated molecule of C4H10N2O2.

Calculated values
- molecular weight (g/mol) = 118.1
- E_LUMO (eV) = 0.8
- HOMO energy (eV) = -9.6

Positions of all 18 atoms, in Å:
H 0.6773 -2.4734 0.7375
C 0.0007 0.9315 0.9638
C -0.3223 -0.5460 0.6355
N -0.0085 -1.1781 -1.7301
C 0.8762 -1.4291 0.9764
H 1.7758 -1.1122 0.4458
H -1.6145 1.6052 -0.0486
O -1.9672 -0.2844 -1.0721
H -0.3109 -1.1386 -2.6905
H 0.9661 -1.3375 -1.5472
H 1.0939 -1.3620 2.0423
O 0.1863 2.2599 -0.9179
H 0.1856 1.0907 2.0281
H 0.3504 3.2129 -0.9770
C -0.8344 -0.6446 -0.7997
H 0.9065 1.2877 0.2616
H -1.1740 -0.8481 1.2537
N -0.7868 1.9660 0.4385

=====

Top of the stability list: one, leading by 3.293 eV.